P:
Below is a cluster of 5 separate species, H10O5 in total, with properties calculated with wB97M-V/def2-TZVPD.

Last column: Mulliken charge in e.
Geometry (Å):
O 4.91392 -12.31629 13.40278  -0.641
H 5.02931 -12.11252 12.47467  0.313
H 4.45185 -13.15456 13.40879  0.329
O 2.97078 -12.11322 17.21855  -0.632
H 3.59769 -12.13705 16.49561  0.314
H 3.51178 -12.01644 18.00225  0.316
O 5.94969 -10.55721 9.94359  -0.636
H 5.97677 -11.00863 9.09996  0.314
H 6.86913 -10.43866 10.18195  0.325
O 4.49035 -15.33717 9.35581  -0.631
H 5.37084 -14.97228 9.44421  0.312
H 4.06333 -14.77889 8.70603  0.318
O 2.51956 -8.97928 14.15267  -0.637
H 3.04965 -9.76796 14.03772  0.322
H 1.62817 -9.25624 13.94067  0.314

Summary:
SMILES string = O.O.O.O.O
2S+1 = 1
HOMO-LUMO gap = 11.31 eV
HOMO = -11.20 eV


Q:
Below is a cluster of 5 separate species, H10O5 in total, with properties calculated with wB97M-V/def2-TZVPD.

Last column: Mulliken charge in e.
Geometry (Å):
O 2.70033 0.53107 -0.26113  -0.638
H 3.31833 -0.03693 -0.72813  0.299
H 2.07533 -0.04093 0.21087  0.406
O -1.22867 -1.50293 -0.97313  -0.683
H -0.58567 -1.53593 -1.69113  0.309
H -1.96667 -1.95493 -1.40113  0.295
O -1.27167 0.34807 2.83287  -0.647
H -2.20867 0.58107 2.98587  0.313
H -1.09667 0.97707 2.13887  0.299
O -0.06367 1.09207 -2.09213  -0.553
H -0.22267 1.44407 -1.20813  0.286
H -0.26767 1.83707 -2.64313  0.282
O 0.62533 -0.60693 0.84687  -0.650
H -0.11567 -0.98193 0.34887  0.415
H 0.30833 -0.14993 1.63387  0.267

Summary:
SMILES string = O.O.O.O.O
2S+1 = 1
HOMO-LUMO gap = 10.49 eV
HOMO = -10.11 eV


Q ends up most stable, edging out the next structure by 0.153 eV.


P:
Below is a cluster of 5 separate species, H10O5 in total, with properties calculated with wB97M-V/def2-TZVPD.

Last column: Mulliken charge in e.
Geometry (Å):
O -0.35747 -0.74920 -0.26367  -0.760
H -1.25847 -0.85420 0.15533  0.387
H 0.09753 -1.48820 0.07533  0.337
O 0.52153 1.48980 0.95133  -0.786
H 0.24053 0.61680 0.58533  0.464
H 0.97953 1.95280 0.22633  0.326
O 0.05853 0.07880 -3.04567  -0.661
H -0.22447 -0.06920 -2.13967  0.368
H 1.03753 0.05180 -3.04667  0.312
O 2.73753 -0.10620 0.61633  -0.634
H 2.09053 0.48280 0.90733  0.364
H 3.35453 -0.12020 1.33133  0.310
O -2.76147 -0.64820 1.25433  -0.683
H -2.81747 0.29780 1.15333  0.332
H -3.69847 -0.93520 1.23933  0.324

Summary:
SMILES string = O.O.O.O.O
2S+1 = 1
HOMO-LUMO gap = 11.17 eV
HOMO = -10.86 eV


Q:
Below is a cluster of 5 separate species, H10O5 in total, with properties calculated with wB97M-V/def2-TZVPD.

Last column: Mulliken charge in e.
Geometry (Å):
O -2.76535 -0.45412 -0.90780  -0.622
H -3.36894 -1.19907 -0.97549  0.304
H -1.91423 -0.78343 -1.21663  0.317
O -1.76030 -0.56812 2.42977  -0.633
H -1.81312 -1.51217 2.59774  0.284
H -1.20252 -0.49057 1.63903  0.377
O 0.98674 1.98075 0.10568  -0.671
H 0.15142 2.18601 0.54183  0.326
H 0.81909 2.13637 -0.83035  0.336
O 3.06452 0.07958 -1.28686  -0.648
H 3.04832 0.42205 -0.38556  0.327
H 3.42461 0.80186 -1.81051  0.312
O 0.06413 -0.81763 0.11777  -0.640
H 0.71101 -0.13571 -0.11858  0.338
H 0.55461 -1.64580 0.09997  0.293

Summary:
SMILES string = O.O.O.O.O
2S+1 = 1
HOMO-LUMO gap = 10.94 eV
HOMO = -10.58 eV


R:
Below is a structure of composition H10O5, with properties calculated with wB97M-V/def2-TZVPD.

Last column: Mulliken charge in e.
Geometry (Å):
O -1.24305 -16.79663 -16.06993  -0.668
H -1.76974 -16.40622 -15.37250  0.473
H -0.46066 -16.24710 -16.11607  0.285
O 0.26309 -16.53142 -12.65139  -0.694
H -0.24524 -17.15604 -13.16876  0.335
H 0.69048 -15.97332 -13.30110  0.329
O -1.55862 -15.77321 -14.22325  -0.892
H -1.10421 -15.41763 -13.45950  0.356
H -2.17711 -16.40746 -13.86075  0.499
O -2.19619 -14.37881 -15.44901  -0.812
H -2.92013 -13.89367 -15.05305  0.194
H -1.97617 -15.05068 -14.80370  0.478
O -2.90391 -17.15105 -13.53234  -0.516
H -3.57103 -17.08196 -14.21528  0.314
H -3.15772 -17.92277 -13.02612  0.318

Summary:
2S+1 = 1
HOMO-LUMO gap = 8.98 eV
HOMO = -9.25 eV


P ends up most stable, edging out the next structure by 0.095 eV.


P:
Below is the molecule C3H4N2S2, with properties calculated with wB97M-V/def2-TZVPD.

Last column: Mulliken charge in e.
Geometry (Å):
C -1.00397 -0.02937 0.00294  -0.069
C -0.46379 1.28315 0.00775  -0.183
C 0.09319 -0.85776 -0.01405  -0.253
H -3.00536 -0.43281 -1.22335  0.131
H -1.02032 2.20911 0.03772  0.449
H 3.06196 -0.42809 1.22261  0.143
H 0.18553 -1.92684 -0.00668  0.460
N 0.85137 1.26884 -0.01892  -0.705
N 1.18342 -0.03634 -0.01677  0.430
S -2.69714 -0.51995 0.08489  -0.271
S 2.81511 -0.52995 -0.07613  -0.132

Summary:
SMILES string = Sc1cnn(S)c1
2S+1 = 1
HOMO-LUMO gap = 10.13 eV
HOMO = -9.46 eV


Q:
Below is the molecule C3H4N2S2, with properties calculated with wB97M-V/def2-TZVPD.

Last column: Mulliken charge in e.
Geometry (Å):
C 0.24883 1.51708 -1.29754  -0.125
C 0.61677 0.10111 0.26989  0.071
C -0.67736 -1.05917 1.91327  -0.166
H -0.35812 2.22137 -1.87432  0.303
H -1.37355 0.85925 -0.08954  0.328
H 1.57765 0.38277 -0.04960  0.328
H -0.65811 -0.48345 2.99360  0.265
N -0.31514 0.94125 -0.28250  -0.114
N 0.53458 -0.82308 1.23316  -0.376
S 1.80518 1.44652 -2.02747  -0.302
S -1.92102 -1.89409 1.21819  -0.213

Summary:
SMILES string = S=C/N=C\NC=S
2S+1 = 1
HOMO-LUMO gap = 8.25 eV
HOMO = -8.84 eV


R:
Below is the molecule C3H4N2S2, with properties calculated with wB97M-V/def2-TZVPD.

Last column: Mulliken charge in e.
Geometry (Å):
C 0.30994 0.38915 -0.07377  0.288
C -0.31747 -0.80223 0.66835  -0.307
C -0.67091 -1.78101 -0.47249  -0.058
H 1.37340 3.62172 0.71325  0.169
H -1.32261 -0.37029 1.06487  0.222
H 0.25244 -1.12739 1.50697  0.353
H -0.86469 -2.90614 -0.23975  0.289
N 0.55553 1.48327 0.63947  -0.425
N -0.54127 -1.46689 -1.62334  -0.394
S 1.01822 2.88659 -0.37123  -0.177
S 0.20742 0.07323 -1.81232  0.040

Summary:
SMILES string = S/N=C1/CC=NS1
2S+1 = 1
HOMO-LUMO gap = 9.15 eV
HOMO = -8.60 eV


S:
Below is a cluster of 2 separate species, C3H4N2S2 in total, with properties calculated with wB97M-V/def2-TZVPD.

Last column: Mulliken charge in e.
Geometry (Å):
C -1.15850 0.58651 -0.11302  -0.699
C -2.47542 0.38319 -0.03968  -0.334
C -0.45104 -0.70120 0.01512  0.764
N -1.26145 -1.72868 -0.00228  -0.502
N 0.85664 -1.02402 -0.21614  -0.424
S -2.83759 -1.31637 0.01155  0.026
S 1.39704 -2.61470 0.06265  -0.080
H -0.51324 1.40552 -0.23764  0.371
H -3.23143 1.05547 -0.17206  0.458
H 1.82119 -0.02675 0.64222  0.272
H 2.66660 -2.16781 -0.20106  0.148

Summary:
2S+1 = 1
HOMO-LUMO gap (spin up / spin down) = 7.21 / 7.21 eV
HOMO (spin up / spin down) = -8.00 / -8.00 eV


P ends up most stable, edging out the next structure by 0.827 eV.


P:
Below is the molecule C3H4N2S2, with properties calculated with wB97M-V/def2-TZVPD.

Last column: Mulliken charge in e.
Geometry (Å):
C 0.33446 0.12550 0.16015  -0.612
C -0.97942 -0.19905 0.06856  0.780
C 2.97459 0.22199 -0.04985  0.317
N 3.65990 1.06077 -0.40142  -0.379
N -1.94482 0.67713 0.26059  -0.526
S 1.76340 -0.96731 0.32144  -0.066
S -1.56791 -1.87832 -0.19227  -0.240
H 0.77360 1.15455 -0.05249  0.181
H -0.25422 -2.32552 -0.25871  0.099
H -1.82134 1.72212 0.07480  0.240
H -2.93825 0.40813 0.06920  0.206

Summary:
SMILES string = N#CS/C=C(/N)S
2S+1 = 1
HOMO-LUMO gap = 8.34 eV
HOMO = -8.03 eV


Q:
Below is a structure of composition C3H4N2S2, with properties calculated with wB97M-V/def2-TZVPD.

Last column: Mulliken charge in e.
Geometry (Å):
C -0.92999 0.64022 -0.23248  0.237
C 1.00197 0.62094 -0.18629  0.330
C 0.07359 -1.73284 0.29688  -0.546
N -1.59546 1.67277 -0.01134  -0.538
N 1.55224 1.73782 -0.18334  -0.501
S -1.48473 -1.01381 -0.55257  -0.122
S 1.46685 -1.02766 -0.40045  -0.093
H -0.01437 -1.49467 1.32683  0.359
H 0.00299 -2.82912 0.09949  0.316
H -2.63925 1.42472 -0.11879  0.282
H 2.56616 2.00162 -0.03793  0.274

Summary:
2S+1 = 1
HOMO-LUMO gap = 9.36 eV
HOMO = -8.91 eV


P ends up most stable, edging out the next structure by 0.503 eV.


P:
Below is a structure of composition C3H10NO2, with properties calculated with wB97M-V/def2-TZVPD.

Last column: Mulliken charge in e.
Geometry (Å):
C 3.06009 -0.85030 -0.13716  -0.631
C -2.40675 0.55972 0.35968  -0.539
C -0.88867 0.74163 0.36670  0.300
N -2.94229 -0.61963 -0.39478  -0.558
O -0.10200 0.09080 -0.30867  -0.503
O 2.20164 0.28964 0.26605  -0.357
H 2.93934 -1.60094 0.62863  0.275
H 4.05244 -0.52826 -0.23268  0.364
H 2.88489 -1.32644 -1.13479  0.310
H -3.01175 1.48339 0.20968  0.346
H -2.60930 0.26986 1.34814  0.298
H -0.46028 1.62616 0.99817  0.304
H 2.52225 1.13178 0.05923  0.384
H -2.44025 -0.89091 -1.30559  0.244
H -3.94583 -0.44824 -0.61393  0.257
H 1.14647 0.07174 -0.10869  0.505

Summary:
Net charge = +1
2S+1 = 1
HOMO-LUMO gap = 9.15 eV
HOMO = -13.14 eV


Q:
Below is a cluster of 2 separate species, C3H10NO2 in total, with properties calculated with wB97M-V/def2-TZVPD.

Last column: Mulliken charge in e.
Geometry (Å):
O -0.68666 1.25016 -1.36329  -0.449
C -0.93174 0.05380 -1.20088  -0.068
C -0.97245 -0.58207 0.12827  0.275
C -0.13323 -1.97105 0.33447  -1.143
N -0.33107 0.32445 1.21063  -0.336
H -1.26820 -0.57327 -2.03527  0.381
H -2.00694 -0.79715 0.46308  0.339
H 0.81251 -1.93300 -0.32365  0.279
H -0.52682 -2.99867 0.07417  0.348
H 0.10149 -1.97826 1.39113  0.357
H 0.63806 0.72628 0.91247  0.307
H 0.01742 -0.17827 2.03001  0.340
H -0.94288 1.11606 1.49079  0.384
H 2.72277 0.16126 0.28284  0.322
H 2.45044 1.52870 -0.39589  0.347
O 2.25469 0.95624 0.37138  -0.681

Summary:
Net charge = +1
2S+1 = 1
HOMO-LUMO gap = 11.10 eV
HOMO = -14.82 eV


Q ends up most stable, edging out the next structure by 1.405 eV.


P:
Below is a cluster of 2 separate species, C3H5IO2 in total, with properties calculated with wB97M-V/def2-TZVPD.

Last column: Mulliken charge in e.
Geometry (Å):
C -0.10933 -0.32213 -2.47891  -0.042
C -0.27608 -0.19066 3.04820  -0.087
C -0.09159 -1.00821 -1.34785  -0.520
O 0.36697 0.95216 -2.52210  -0.467
O -0.91636 -0.53198 2.10151  -0.349
I -0.85764 -2.94981 -1.21505  0.038
H -0.49570 -0.73701 -3.40141  0.227
H 0.76527 -0.51604 3.21526  0.213
H -0.67281 0.48697 3.82334  0.228
H 0.42059 1.25415 -3.43480  0.347
H 0.27019 -0.59237 -0.42569  0.412

Summary:
SMILES string = O/C=C/I.C=O
2S+1 = 1
HOMO-LUMO gap = 8.96 eV
HOMO = -8.39 eV


Q:
Below is the molecule C3H5IO2, with properties calculated with wB97M-V/def2-TZVPD.

Last column: Mulliken charge in e.
Geometry (Å):
C 0.47024 0.53481 0.65190  0.642
C -0.00861 -0.71407 -1.22526  -1.035
C -0.18367 -0.74328 0.36676  -0.277
O 1.56889 0.98876 0.60793  -0.496
O -0.68038 1.34291 1.17574  -0.570
I -0.35222 3.15070 1.74245  0.223
H -0.61700 -1.63160 -1.62163  0.296
H -0.65355 0.05600 -1.51389  0.377
H 1.06693 -0.68171 -1.68507  0.277
H 0.49267 -1.58311 0.62762  0.223
H -1.10330 -0.71941 0.87344  0.341

Summary:
SMILES string = CCC(=O)OI
2S+1 = 1
HOMO-LUMO gap = 9.17 eV
HOMO = -9.39 eV


Q ends up most stable, edging out the next structure by 0.276 eV.


P:
Below is a cluster of 2 separate species, H2N2O3S in total, with properties calculated with wB97M-V/def2-TZVPD.

Last column: Mulliken charge in e.
Geometry (Å):
N -0.32003 -1.55464 -0.37733  -0.155
N 1.27984 -0.23737 0.69502  -0.241
O -1.62199 0.64667 -1.85831  -0.379
O -1.03568 1.33983 0.40363  -0.456
O 0.78809 -1.36102 0.00708  -0.018
S -1.94259 0.64208 -0.44536  0.725
H 2.16694 -0.06629 0.51326  0.196
H 0.68543 0.59075 1.06201  0.328

Summary:
2S+1 = 1
HOMO-LUMO gap (spin up / spin down) = 8.19 / 8.19 eV
HOMO (spin up / spin down) = -8.96 / -8.96 eV


Q:
Below is the molecule H2N2O3S, with properties calculated with wB97M-V/def2-TZVPD.

Last column: Mulliken charge in e.
Geometry (Å):
N 0.37781 1.17538 0.94917  0.096
N 0.20766 -1.15147 -0.10986  -0.496
O 1.36663 1.63165 0.46590  -0.184
O -1.94192 0.02525 -0.01539  -0.561
O -0.32914 0.94975 -1.55396  -0.530
S -0.58206 0.29605 -0.29606  1.095
H -0.31750 -1.92668 0.31796  0.290
H 1.21852 -0.99993 0.24224  0.289

Summary:
SMILES string = NS(=O)(=O)N=O
2S+1 = 1
HOMO-LUMO gap = 8.61 eV
HOMO = -10.32 eV


Q ends up most stable, edging out the next structure by 2.842 eV.


P:
Below is a cluster of 2 separate species, H2N2O3S in total, with properties calculated with wB97M-V/def2-TZVPD.

Last column: Mulliken charge in e.
Geometry (Å):
N -0.63543 -0.59548 -0.29407  -0.261
N -1.45734 -1.49345 0.24101  1.309
O -1.70436 -1.46510 1.40977  -0.574
O -1.74755 -2.38222 -0.56870  -0.566
O -0.06830 0.76414 1.07416  -0.465
S -0.65347 0.04132 -1.71289  0.072
H 0.19868 0.22806 1.82970  0.315
H 0.51192 -0.49697 -2.03401  0.171

Summary:
2S+1 = 1
HOMO-LUMO gap (spin up / spin down) = 8.43 / 8.43 eV
HOMO (spin up / spin down) = -10.67 / -10.67 eV


Q:
Below is a structure of composition H2N2O3S, with properties calculated with wB97M-V/def2-TZVPD.

Last column: Mulliken charge in e.
Geometry (Å):
N 0.40453 0.37284 -0.17357  -0.276
N -2.47161 0.84268 -0.95154  1.275
O -1.64703 1.71537 -0.87482  -0.727
O -3.48656 1.12737 -1.52024  -0.607
O -2.23522 -0.32622 -0.56701  -0.683
S -0.27869 -0.71861 0.58935  0.372
H -0.12920 1.21245 -0.52573  0.437
H 0.85462 -1.62399 0.26912  0.209

Summary:
2S+1 = 1
HOMO-LUMO gap (spin up / spin down) = 6.80 / 6.80 eV
HOMO (spin up / spin down) = -9.58 / -9.58 eV


Q ends up most stable, edging out the next structure by 0.420 eV.